[1]
DFT (ωB97M-V/def2-TZVPD) results for a molecular structure, C27H30B3N4O12PS at a distorted geometry.

Calculated values
E_HOMO = -8.644 eV
Charge = 0
Max |F| = 0.0735 Eh/bohr
Calculated total energy = -2982.7027 a.u.
Orbital gap = 0.2941 hartree

Positions of all 78 atoms, in Å:
C  2.17908  -3.01705  1.03991
C  1.31628  -3.51496  -0.20148
O  2.12498  -4.34616  -1.03297
C  0.78178  -2.20343  -0.94370
B  -0.74259  -1.98165  -0.45351
O  -1.06712  -1.39825  0.81540
B  -2.27594  -1.91924  1.34302
O  -3.34741  -2.15663  0.39133
B  -2.73109  -3.03959  -0.56376
P  -3.17258  -4.90671  -0.61921
S  -1.53745  -6.01915  -0.64450
O  -1.75556  -2.41336  -1.40373
H  2.19158  -3.84526  1.76307
H  3.19539  -2.75530  0.64480
H  1.66159  -2.11073  1.45523
H  0.44926  -4.08183  0.23983
H  1.63463  -4.55682  -1.84014
H  0.79164  -2.43576  -2.04740
H  1.41422  -1.30565  -0.70410
H  -2.47545  -2.22394  2.46393
H  -3.96769  -5.23549  -1.75577
H  -3.85096  -5.21598  0.61287
C  -1.40770  -3.60979  7.42061
C  -1.74466  -4.57514  6.47699
C  -1.03983  -4.65649  5.28337
C  0.00342  -3.76804  5.05029
C  0.34145  -2.79708  5.98239
C  -0.36942  -2.71879  7.17201
N  0.76901  -3.86085  3.80748
O  0.43371  -4.70861  2.99839
O  1.69846  -3.08674  3.66054
H  -1.95680  -3.55213  8.35369
H  -2.55537  -5.26596  6.67401
H  -1.30844  -5.41068  4.55463
H  1.14897  -2.10213  5.79808
H  -0.11287  -1.96582  7.90686
C  4.05035  2.65476  2.02910
C  3.62468  3.37791  3.13830
C  2.66969  2.84326  3.99241
C  2.15205  1.58098  3.72665
C  2.56599  0.85378  2.61676
C  3.51927  1.39695  1.76610
N  1.16363  1.00126  4.63478
O  0.80478  1.66665  5.58723
O  0.75894  -0.11713  4.38523
H  4.80012  3.07307  1.36722
H  4.04018  4.35796  3.33827
H  2.34442  3.41330  4.85285
H  2.16034  -0.12781  2.40571
H  3.85142  0.83844  0.89954
C  -2.76361  3.36612  -1.42937
C  -2.35731  2.04497  -1.27626
C  -1.06531  1.67140  -1.61932
C  -0.18735  2.63040  -2.11012
C  -0.58668  3.95148  -2.27294
C  -1.88161  4.31676  -1.93055
N  1.18269  2.24512  -2.44908
O  1.49387  1.07767  -2.31182
O  1.93505  3.11418  -2.84527
H  -3.77179  3.65614  -1.15640
H  -3.04792  1.30643  -0.88683
H  -0.75982  0.64003  -1.49684
H  0.09315  4.69959  -2.65949
H  -2.20302  5.34306  -2.05144
C  0.47421  3.34088  -8.36633
C  0.86100  4.44061  -7.60891
C  0.02813  4.92357  -6.60879
C  -1.18812  4.29315  -6.37423
C  -1.58652  3.19783  -7.13095
C  -0.74893  2.72295  -8.13105
N  -2.05700  4.78285  -5.30512
O  -1.68701  5.75397  -4.67311
O  -3.09733  4.18957  -5.10266
H  1.12944  2.96286  -9.14280
H  1.81401  4.91960  -7.79643
H  0.33786  5.77997  -6.02427
H  -2.53519  2.70841  -6.95283
H  -1.04732  1.86822  -8.72539

Atomic forces in eV per Å
C -0.57 -0.61 -1.85
C 0.20 1.50 1.24
O -0.43 0.42 0.23
C -0.64 -0.35 0.00
B 1.21 0.81 -1.30
O -1.23 -2.20 -0.60
B -0.32 1.07 -1.64
O 2.32 -2.09 0.48
B -0.59 3.59 -1.04
P 0.96 -1.74 0.19
S -0.11 0.43 -0.01
O -0.46 -1.56 3.22
H 0.49 0.78 -0.56
H -0.81 -0.15 0.49
H 0.59 -0.99 -0.19
H 0.70 0.18 -0.63
H -0.01 -0.01 0.30
H -0.07 0.58 1.02
H -0.35 -0.94 -0.41
H 0.22 0.31 0.26
H -0.36 0.45 0.61
H -0.37 0.53 -0.94
C 0.02 0.02 -0.04
C 0.15 0.17 0.01
C -0.11 -0.12 -0.04
C -0.42 0.05 0.62
C 0.17 0.12 0.10
C -0.15 -0.22 -0.08
N 0.23 0.25 0.00
O -0.02 0.07 0.07
O -0.42 -0.32 0.90
H 0.03 0.00 -0.06
H 0.06 0.02 -0.05
H 0.18 0.11 -0.05
H -0.06 -0.14 -0.16
H 0.01 -0.02 -0.08
C -0.02 -0.01 0.02
C -0.05 -0.20 -0.10
C 0.01 0.12 0.10
C 0.54 0.30 -0.48
C -0.04 -0.15 -0.07
C -0.01 0.16 0.13
N -0.15 -0.01 0.10
O 0.03 -0.01 -0.02
O -0.05 0.01 -0.01
H -0.06 -0.02 0.03
H -0.05 -0.06 0.02
H -0.09 -0.19 -0.01
H -0.05 0.08 0.19
H -0.06 0.00 0.05
C 0.06 -0.02 0.00
C 0.08 0.18 -0.07
C -0.04 -0.17 0.06
C -0.69 0.19 0.17
C 0.05 0.13 -0.01
C -0.04 -0.20 0.13
N 0.24 -0.07 -0.07
O -0.04 0.01 0.03
O -0.04 0.00 0.00
H 0.06 -0.02 -0.04
H 0.07 0.00 -0.04
H 0.17 0.14 -0.09
H 0.07 -0.18 0.02
H 0.06 -0.07 -0.06
C -0.02 0.01 0.01
C -0.17 -0.14 -0.02
C 0.09 0.10 0.05
C 0.48 -0.26 -0.52
C -0.11 -0.12 -0.02
C 0.12 0.17 0.08
N -0.18 0.05 0.14
O 0.03 0.06 -0.06
O 0.02 0.01 -0.01
H -0.04 0.03 0.05
H -0.07 0.00 0.05
H -0.18 -0.09 0.06
H 0.04 0.16 0.14
H -0.02 0.05 0.06

Atom charges from the Mulliken analysis, given in e for atoms 1 to 8: atom 1 (C): -1.123, atom 2 (C): 1.364, atom 3 (O): -0.658, atom 4 (C): -0.608, atom 5 (B): 0.607, atom 6 (O): -0.248, atom 7 (B): 0.509, atom 8 (O): -0.411

---

[2]
DFT (ωB97M-V/def2-TZVPD) results for a molecular structure, C27H30Cl5N9O2S2Zr at a distorted geometry.

Calculated values
E_HOMO = -12.763 eV
Charge = +2
Max |F| = 0.0215 Eh/bohr
Calculated total energy = -4834.1726 a.u.
Orbital gap = 0.2610 hartree

Positions of all 76 atoms, in Å:
Zr  0.57343  0.13574  -0.13340
N  -0.67436  2.15491  3.62286
C  0.26035  1.38446  4.27076
C  0.87110  0.64351  3.30973
N  0.34833  0.97277  2.07940
C  -0.60112  1.85632  2.31542
C  -1.50705  2.13566  1.23368
N  -1.28801  1.54519  0.06686
C  -2.39977  1.82499  -0.69894
C  -3.25268  2.61140  0.00187
N  -2.66554  2.80313  1.22995
H  -1.31490  2.79108  4.06940
H  0.39305  1.42699  5.33698
H  1.61672  -0.11653  3.43668
H  -2.54996  1.39758  -1.66542
H  -4.21219  3.02976  -0.24385
H  -3.07056  3.32112  1.99326
C  2.52654  3.13720  -1.03111
N  1.07703  2.87207  -1.02401
C  0.44757  3.91682  -0.19768
C  0.55117  2.99689  -2.39612
C  0.91497  1.82675  -3.28489
N  0.25499  0.55970  -2.88486
C  -1.13240  0.57750  -3.41495
C  0.92354  -0.52078  -3.65752
H  2.72580  4.21183  -1.04750
H  2.94915  2.73343  -1.94585
H  4.30827  2.37457  -0.20931
H  0.77276  4.91061  -0.52183
H  0.73538  3.79818  0.84689
H  -0.63425  3.87753  -0.29230
H  0.91513  3.92241  -2.86193
H  -0.53246  3.09922  -2.32675
H  1.99010  1.65954  -3.28389
H  0.64201  2.05774  -4.32114
H  -1.12256  0.37042  -4.48826
H  -1.57512  1.55935  -3.28983
H  -1.73461  -0.17783  -2.91318
H  0.95409  -0.24298  -4.71508
H  0.35859  -1.44557  -3.57053
H  1.94001  -0.68568  -3.31580
Cl  3.04211  0.14586  -1.24719
C  2.69882  1.07092  0.32268
C  3.25990  2.46490  0.11779
C  3.36245  3.17793  1.44871
Cl  3.33088  4.89373  1.43406
C  3.69530  2.50156  2.55640
Cl  4.00838  3.29046  4.04249
C  3.76106  1.02624  2.52936
Cl  4.24183  0.18671  3.93891
C  3.29246  0.37644  1.45221
Cl  2.85502  -1.30451  1.50323
N  -3.38653  -7.16136  1.52560
C  -2.99149  -5.87899  1.38088
C  -1.66850  -5.49248  1.67623
C  -1.27133  -4.18644  1.51667
C  -2.18175  -3.22958  1.06518
C  -3.49733  -3.59528  0.77329
C  -3.89613  -4.89910  0.92286
S  -1.69364  -1.59306  0.83268
O  -0.31416  -1.47660  1.41078
O  -2.67144  -0.65535  1.29804
N  -1.38659  -1.27033  -0.73273
C  -0.49106  -2.19843  -1.23059
S  -0.77027  -3.69052  -2.00743
C  0.93045  -3.93357  -2.12316
C  1.60874  -2.90399  -1.56567
N  0.78866  -1.91601  -1.07408
H  -2.76925  -7.84981  1.91678
H  -4.34334  -7.42880  1.38053
H  -0.96476  -6.22876  2.04188
H  -0.25608  -3.89801  1.75206
H  -4.21049  -2.85207  0.43861
H  -4.91797  -5.17897  0.70232
H  1.34296  -4.81774  -2.58024
H  2.68054  -2.80203  -1.49697

Atomic forces in eV per Å
Zr 0.57 0.93 -0.15
N -0.04 -0.05 -0.09
C -0.01 0.01 0.03
C 0.08 0.09 0.00
N 0.07 -0.07 0.14
C -0.06 -0.02 -0.01
C 0.07 -0.03 -0.05
N -0.33 -0.25 0.09
C -0.02 -0.04 0.03
C -0.03 0.05 -0.04
N 0.05 -0.03 0.03
H 0.01 0.00 -0.01
H 0.04 -0.02 0.00
H -0.01 0.00 0.04
H -0.02 -0.01 -0.05
H 0.00 -0.01 -0.03
H 0.01 -0.02 0.01
C 0.09 -0.01 -0.04
N -0.08 -0.09 -0.03
C -0.03 0.07 0.04
C -0.02 0.03 -0.11
C -0.02 0.04 0.09
N 0.03 -0.21 0.01
C 0.00 -0.03 0.03
C 0.01 0.02 0.02
H -0.04 -0.01 0.00
H 0.00 -0.01 -0.03
H -0.02 -0.03 -0.02
H 0.01 -0.02 -0.01
H 0.00 -0.01 -0.01
H 0.01 0.01 -0.01
H 0.01 -0.02 0.03
H -0.02 -0.03 0.01
H 0.01 0.00 0.01
H -0.02 0.03 0.02
H 0.02 0.01 0.00
H -0.03 0.02 0.04
H -0.02 0.02 -0.02
H 0.00 0.00 0.00
H 0.00 0.00 -0.01
H -0.02 0.00 -0.02
Cl -0.12 -0.03 0.17
C -0.10 -0.28 -0.13
C 0.05 -0.08 0.03
C -0.03 0.05 0.09
Cl 0.03 0.01 0.01
C -0.03 0.01 -0.06
Cl 0.01 0.01 0.00
C -0.02 -0.04 -0.15
Cl 0.01 -0.02 0.00
C 0.08 -0.13 0.31
Cl 0.15 -0.09 0.03
N 0.03 -0.05 0.01
C 0.03 0.06 -0.01
C -0.05 0.03 -0.03
C 0.07 -0.03 -0.01
C 0.03 0.03 0.07
C -0.14 0.07 -0.03
C 0.01 -0.01 0.00
S 0.17 -0.03 -0.02
O -0.16 0.57 -0.16
O 0.02 -0.15 0.07
N -0.45 -0.31 -0.14
C 0.22 0.17 0.04
S -0.01 0.02 -0.08
C 0.10 0.02 0.10
C -0.06 0.03 -0.14
N -0.08 -0.12 0.08
H -0.01 0.00 0.00
H 0.00 0.01 0.00
H 0.00 -0.01 0.00
H 0.01 0.01 0.01
H 0.02 0.02 0.01
H 0.00 0.00 0.00
H -0.02 -0.02 0.00
H 0.01 -0.02 -0.01

Atom charges from the Mulliken analysis, given in e for atoms 1 to 8: atom 1 (Zr): 0.022, atom 2 (N): 0.030, atom 3 (C): -1.390, atom 4 (C): -0.980, atom 5 (N): 1.571, atom 6 (C): -1.393, atom 7 (C): -0.020, atom 8 (N): 2.639

---

[3]
DFT (ωB97M-V/def2-TZVPD) results for C27H30F6N2O3 in the gas phase.

Calculated values
E_HOMO = -9.350 eV
Charge = 0
Max |F| = 0.0131 Eh/bohr
Calculated total energy = -1981.3799 a.u.
SMILES string = CC(C)C[C@H](COCc1ccc(C(F)(F)F)cc1)N1CCN(C(=O)c2ccc(C(F)(F)F)cc2)CCC1=O
Orbital gap = 0.3611 hartree

Positions of all 68 atoms, in Å:
C  -5.30919  -1.20957  2.49462
C  -5.77990  -1.23205  1.04228
C  -7.30554  -1.29078  0.98516
C  -5.28961  -0.00614  0.26322
C  -3.76734  0.10232  0.15441
C  -3.35278  1.39182  -0.58093
O  -3.59015  2.55822  0.17584
C  -2.72540  2.75332  1.27947
C  -1.26040  2.69634  0.92187
C  -0.38699  1.88544  1.63313
C  0.95183  1.82752  1.29165
C  1.41325  2.56427  0.21162
C  2.85485  2.50529  -0.19493
F  3.56167  1.58360  0.47767
F  3.48876  3.67943  0.00196
F  3.01857  2.22036  -1.50010
C  0.54833  3.37450  -0.51282
C  -0.78092  3.44348  -0.14860
N  -3.17222  -1.07831  -0.45543
C  -3.41891  -1.36962  -1.84624
C  -2.19417  -1.01587  -2.71250
N  -0.96351  -1.38150  -2.04703
C  -0.11772  -0.40576  -1.63166
O  -0.32899  0.77338  -1.84918
C  1.14449  -0.85240  -0.95723
C  1.16862  -1.22731  0.38154
C  2.36730  -1.57396  0.97965
C  3.54094  -1.54387  0.23953
C  4.84667  -1.91718  0.88256
F  4.68990  -2.73638  1.93638
F  5.52873  -0.85258  1.33460
F  5.67035  -2.55583  0.03216
C  3.52764  -1.14522  -1.09056
C  2.32920  -0.79613  -1.68392
C  -0.86222  -2.76271  -1.63834
C  -1.72685  -3.05859  -0.39246
C  -2.27732  -1.79375  0.26206
O  -1.94489  -1.48379  1.39306
H  -5.75646  -2.03422  3.04498
H  -4.22950  -1.31183  2.56110
H  -5.60467  -0.27878  2.97431
H  -5.38029  -2.13325  0.56209
H  -7.67338  -2.17279  1.50389
H  -7.65497  -1.32954  -0.04450
H  -7.73420  -0.41092  1.45963
H  -5.72876  -0.02402  -0.73791
H  -5.64139  0.90329  0.75383
H  -3.33944  0.13879  1.15919
H  -2.29398  1.32995  -0.86009
H  -3.95390  1.52882  -1.48452
H  -2.98048  3.75303  1.64640
H  -2.93872  2.03088  2.07937
H  -0.75276  1.28678  2.45397
H  1.63220  1.20483  1.85140
H  0.91793  3.93510  -1.35713
H  -1.46638  4.06234  -0.70729
H  -4.27706  -0.78850  -2.18079
H  -3.66615  -2.42919  -1.96513
H  -2.25766  -1.53930  -3.67239
H  -2.14623  0.05922  -2.89364
H  0.25895  -1.24312  0.96145
H  2.39030  -1.87125  2.01679
H  4.44772  -1.10630  -1.65235
H  2.30959  -0.47038  -2.71223
H  -1.17903  -3.38525  -2.48075
H  0.18444  -2.98565  -1.42786
H  -1.12815  -3.56261  0.36639
H  -2.56504  -3.71175  -0.64187

Atomic forces in eV per Å
C 0.07 -0.15 -0.27
C -0.18 0.25 0.03
C 0.28 -0.13 -0.07
C 0.30 -0.38 0.14
C -0.26 0.59 0.19
C 0.21 -0.30 -0.02
O -0.21 0.14 0.00
C -0.02 0.09 0.19
C -0.04 -0.10 0.02
C -0.16 0.11 -0.06
C 0.23 0.17 -0.16
C 0.06 -0.05 0.09
C 0.34 0.04 -0.02
F -0.11 -0.12 0.23
F -0.09 0.19 0.06
F -0.20 0.02 -0.22
C 0.01 -0.05 0.16
C 0.08 0.03 0.05
N -0.22 0.23 0.02
C 0.22 -0.17 -0.19
C -0.12 0.27 -0.10
N -0.20 -0.16 -0.32
C 0.15 0.07 -0.07
O 0.17 0.14 -0.07
C 0.27 0.12 0.16
C 0.00 -0.03 -0.13
C 0.19 -0.03 -0.11
C 0.03 -0.05 0.00
C 0.28 -0.17 0.14
F -0.24 -0.05 0.10
F -0.07 0.26 -0.02
F -0.04 0.00 -0.25
C -0.03 -0.09 0.17
C -0.11 -0.04 0.05
C 0.10 -0.19 0.01
C 0.02 -0.02 0.14
C 0.08 -0.53 -0.07
O 0.21 0.04 0.44
H -0.04 -0.07 0.11
H 0.13 0.03 0.09
H -0.05 0.14 0.10
H -0.01 0.02 -0.01
H -0.10 -0.08 0.06
H -0.10 0.01 -0.10
H -0.10 0.12 0.07
H -0.05 0.08 -0.09
H -0.08 0.07 -0.02
H -0.07 0.01 -0.17
H -0.16 -0.04 -0.05
H 0.06 -0.08 -0.05
H 0.03 -0.15 0.05
H 0.05 0.09 -0.04
H -0.09 -0.08 0.09
H 0.05 -0.04 0.02
H 0.03 0.06 -0.10
H -0.08 0.07 -0.09
H -0.02 -0.09 -0.01
H -0.08 0.10 -0.03
H -0.02 0.04 0.03
H -0.05 -0.16 -0.02
H -0.14 -0.01 0.06
H 0.00 -0.03 0.09
H 0.08 0.00 -0.06
H 0.00 0.05 -0.12
H 0.08 0.02 0.06
H -0.17 -0.05 -0.07
H -0.10 0.06 -0.02
H 0.01 -0.04 0.00

Atom charges from the natural (NBO) analysis, given in e for atoms 1 to 8: atom 1 (C): -0.617, atom 2 (C): -0.215, atom 3 (C): -0.597, atom 4 (C): -0.398, atom 5 (C): -0.085, atom 6 (C): -0.090, atom 7 (O): -0.530, atom 8 (C): -0.087